[1]
DFT (ωB97M-V/def2-TZVPD) results for C20H43OP3PrS as an isolated structure.

Summary:
calculated total energy: -76230.094 eV
maximum force: 2.3 eV Å⁻¹
HOMO-LUMO gap (alpha / beta): 6.674 / 6.828 eV

Structure (ORCA input):
```
! wB97M-V def2-TZVPD RIJCOSX def2/J DEFGRID3
* xyz 3 3
Pr -0.59334 -2.26902 -0.31983
P -0.75318 0.58978 0.47439
P -3.31461 -1.48196 -1.22643
P 3.82738 1.02736 -1.76534
H 0.79604 -2.63803 -3.39457
C 1.61262 -2.14460 -2.85871
C 1.29821 -1.67247 -1.47146
H 2.00673 -2.18437 -0.75004
C -0.71710 1.92658 -0.77969
C -2.22583 1.09915 1.45238
C 0.57550 1.14440 1.60978
C -3.93745 -2.73140 -2.41111
C -4.67773 -1.45771 -0.00192
C -3.67465 0.05196 -2.17873
C 5.44152 1.02202 -2.51801
C 3.75424 0.17705 -0.17983
C 2.96166 2.59479 -1.77014
H 2.46239 -2.83378 -2.88796
H 1.49399 -0.57319 -1.42549
H -0.92082 2.90227 -0.30964
H -1.47162 1.74021 -1.55539
H 0.26915 1.96256 -1.26261
H -2.02994 2.06298 1.93315
H -2.43056 0.35492 2.22856
H -3.10676 1.18804 0.81280
H 0.18886 1.91768 2.28994
H 1.41921 1.56960 1.05150
H 0.93898 0.29991 2.21300
H -4.93373 -2.43516 -2.76668
H -4.00388 -3.70500 -1.90568
H -3.24706 -2.80625 -3.26175
H -5.59446 -1.07583 -0.47262
H -4.40988 -0.82144 0.85118
H -4.85205 -2.48202 0.35188
H -4.73921 0.03608 -2.46848
H -3.04880 0.08102 -3.08632
H -3.47904 0.94544 -1.56550
H 5.85632 2.03667 -2.54907
H 5.35014 0.61718 -3.54284
H 6.12409 0.37699 -1.94938
H 4.44737 0.65342 0.53134
H 4.03203 -0.88391 -0.29920
H 2.74726 0.23762 0.26102
H 3.67792 3.42169 -1.90832
H 2.41515 2.75463 -0.82249
H 2.24537 2.60218 -2.61431
C 0.79784 -0.24703 -4.74198
C 0.46425 1.11656 -4.74256
C -0.85016 1.50992 -5.00027
C -1.82298 0.56571 -5.34242
C -1.46082 -0.78001 -5.46452
C -0.14538 -1.18044 -5.21238
S 2.34250 -0.87326 -4.12946
H 3.03191 0.24047 -2.70274
H 1.23398 1.84030 -4.49200
H -1.13179 2.56675 -4.94801
H -2.86356 0.87511 -5.51896
H -2.19511 -1.52832 -5.79796
H 0.16597 -2.22660 -5.33221
C 1.84327 -3.36593 3.30077
C 0.55005 -2.75350 2.94512
C -0.20060 -2.04805 3.99837
O 0.11971 -2.79545 1.75002
H 1.76573 -3.74399 4.32552
H 2.62574 -2.59069 3.28807
H 2.12768 -4.17583 2.62053
H 0.04674 -0.97306 3.98126
H -1.28378 -2.15812 3.88895
H 0.11298 -2.44696 4.97132
*
```

Atomic partial charges in e from the Löwdin method, atoms 1 to 2: 1.1922 0.7684

---

[2]
DFT (ωB97M-V/def2-TZVPD) results for a 3-piece molecular cluster, C20H44BN2O4S overall.

Summary:
calculated total energy: -44126.332 eV
maximum force: 1.5 eV Å⁻¹
HOMO-LUMO gap (alpha / beta): 4.897 / 6.078 eV

Structure (ORCA input):
```
! wB97M-V def2-TZVPD RIJCOSX def2/J DEFGRID3
* xyz 1 3
C 4.18422 -3.30404 2.88800
C 4.99525 -2.12681 2.28528
B 6.22598 -2.61695 1.50224
O 6.49785 -2.64052 0.19652
S 7.79184 -3.43191 2.45823
O 7.06646 -4.81433 2.90192
H 4.69011 -3.73842 3.74920
H 4.03360 -4.10358 2.16368
H 3.20806 -2.95183 3.20824
H 4.36737 -1.56472 1.58809
H 5.32001 -1.46360 3.09418
H 5.75977 -3.04748 -0.29204
H 7.78233 -2.80249 3.64923
H 7.59269 -5.56233 2.57188
C 0.13935 -0.70122 -2.59299
C 0.74751 -0.52392 -1.19790
C 0.71133 0.94874 -0.77370
C 1.70398 1.82140 -1.53887
C 3.12188 1.26497 -1.42477
C 3.23053 -0.20470 -1.84946
N 2.16717 -1.00980 -1.14873
O 2.52473 -1.39280 0.02511
C 3.14652 -0.33313 -3.37475
C 4.56746 -0.78078 -1.41523
C -0.09649 -1.35533 -0.24367
H -0.92510 -0.47527 -2.52925
H 0.55646 -0.04395 -3.34841
H 0.24806 -1.73178 -2.93413
H 0.93222 1.00846 0.29668
H -0.31022 1.31263 -0.89973
H 1.41009 1.90990 -2.58785
H 1.68259 2.83385 -1.13280
H 3.81893 1.84800 -2.03195
H 3.45170 1.35634 -0.38440
H 2.95089 -1.36457 -3.67047
H 4.10135 -0.03178 -3.80614
H 2.38800 0.30193 -3.82058
H 4.70882 -0.65259 -0.34697
H 5.39559 -0.29138 -1.92897
H 4.59602 -1.84780 -1.65284
H -0.03603 -2.42014 -0.47321
H -1.13172 -1.03066 -0.34916
H 0.19440 -1.20965 0.79347
C -4.88305 3.65620 -0.13887
C -4.21269 2.33301 -0.52094
C -5.20480 1.39829 -1.22066
C -6.25325 0.81768 -0.27563
C -5.58997 0.11321 0.90555
C -4.59048 0.99549 1.66256
N -3.64450 1.62795 0.67864
O -2.66627 0.85707 0.37434
C -5.32488 2.04901 2.50210
C -3.77115 0.14720 2.62948
C -3.06508 2.67996 -1.46348
H -5.13462 4.19385 -1.05336
H -5.80405 3.54011 0.42097
H -4.20203 4.27778 0.44381
H -4.64572 0.57647 -1.67958
H -5.68202 1.95046 -2.03380
H -6.92947 1.60197 0.07403
H -6.87394 0.10332 -0.81876
H -6.34350 -0.23361 1.61686
H -5.06541 -0.77531 0.54024
H -4.64155 2.83623 2.82241
H -5.72720 1.56824 3.39354
H -6.16478 2.50834 1.98996
H -3.27955 -0.68105 2.12664
H -4.44310 -0.25737 3.38742
H -3.00931 0.74911 3.12619
H -2.30993 3.27946 -0.95304
H -3.46359 3.26116 -2.29599
H -2.58567 1.78979 -1.86360
*
```

Atomic partial charges in e from the Löwdin method, atoms 1 to 2: -0.0748 -0.1531